[1]
Below is a molecular structure, C29H39Cl2O2P3Pt, with properties calculated with wB97M-V/def2-TZVPD.

Each line ends with the Mulliken charge.
Atoms and positions in Å:
P1 0.79735 -1.60473 -1.15674  2.041
C1 0.83145 -3.39738 -0.96350  0.487
C2 -0.12861 -4.22563 -1.56999  0.055
H1 -0.96447 -3.78490 -2.11356  0.377
C3 -0.00499 -5.61468 -1.48294  -0.756
H2 -0.74708 -6.25232 -1.96669  0.434
C4 1.07005 -6.17657 -0.78542  -0.493
H3 1.16955 -7.26192 -0.72498  0.415
C5 2.01639 -5.35476 -0.16268  -0.810
H4 2.85677 -5.78819 0.38217  0.418
C6 1.89195 -3.96453 -0.23914  -0.782
H5 2.61677 -3.31440 0.25138  0.386
C7 -0.84589 -1.15344 -1.74063  0.100
C8 -1.95121 -1.40902 -0.90796  -0.308
H6 -1.79843 -1.91672 0.04702  0.612
C9 -3.23033 -1.01773 -1.30657  -0.777
H7 -4.07583 -1.18502 -0.63527  0.464
C10 -3.41796 -0.43930 -2.56451  -0.682
H8 -4.42341 -0.16627 -2.89082  0.443
C11 -2.32975 -0.22337 -3.41182  -0.744
H9 -2.47536 0.20706 -4.40507  0.447
C12 -1.04092 -0.56455 -3.00104  -0.416
H10 -0.18660 -0.40512 -3.66274  0.452
C13 2.05602 -1.16503 -2.37521  0.429
C14 2.24154 -2.01873 -3.48117  -0.685
H11 1.61576 -2.90669 -3.58579  0.461
C15 3.23370 -1.74459 -4.42239  -0.639
H12 3.36967 -2.41597 -5.27086  0.423
C16 4.05595 -0.62301 -4.26401  -0.575
H13 4.83328 -0.41099 -5.00003  0.410
C17 3.89162 0.21707 -3.15917  -0.903
H14 4.52605 1.09557 -3.03117  0.449
C18 2.90978 -0.06120 -2.20274  0.017
H15 2.81981 0.56779 -1.31438  0.336
Pt1 0.94067 0.96619 2.82329  2.074
C19 0.14497 2.68212 2.12314  -2.355
C20 -0.36781 2.64366 0.88515  0.824
H16 0.15105 3.57314 2.76427  0.402
C21 -0.13290 1.36662 0.09136  1.758
O1 0.55053 1.76916 -1.10044  -0.724
H17 0.72957 0.98247 -1.65759  0.216
C22 0.62782 0.33272 0.89800  -1.933
H18 -1.10443 0.89964 -0.16732  -0.261
C23 1.09666 -0.83099 0.43701  -0.446
Cl1 1.40861 2.23135 4.78773  -0.309
Cl2 2.19039 -0.94513 3.51471  -0.371
P2 -0.96439 0.03768 3.82340  0.733
C24 -0.82615 -0.17360 5.61247  -1.211
H19 -0.87512 0.80780 6.09583  0.375
H20 0.14149 -0.63129 5.84370  0.327
H21 -1.64466 -0.82155 5.95031  0.463
C25 -2.39133 1.10125 3.50094  -1.125
H22 -2.54483 1.19390 2.41925  0.122
H23 -2.19009 2.09724 3.91223  0.312
H24 -3.28859 0.67659 3.96596  0.504
C26 -1.34739 -1.58344 3.12398  -0.948
H25 -0.42142 -2.16209 3.02909  0.349
H26 -1.80339 -1.45663 2.13591  0.000
H27 -2.04763 -2.10279 3.78926  0.593
P3 -1.18243 4.02521 0.04360  1.536
C27 -1.63870 5.19624 1.30949  -1.287
C28 -2.60103 3.28671 -0.77536  -1.150
H28 -0.73380 5.58511 1.79575  0.438
H29 -2.27349 4.71550 2.06575  0.382
H30 -2.19086 6.01875 0.83546  0.428
H31 -2.26521 2.58714 -1.55336  0.223
H32 -3.20305 4.08479 -1.22816  0.512
H33 -3.21196 2.73974 -0.04463  0.386
C29 -0.08069 4.74281 -1.17044  -1.253
H34 0.85886 5.03098 -0.68176  0.435
H35 -0.56587 5.62881 -1.60188  0.478
H36 0.13718 3.99555 -1.94388  0.327
H37 1.69241 -1.40553 1.14929  0.038
O2 3.32327 1.90938 1.69848  -0.606
H38 3.12697 2.56386 2.39874  0.315
H39 3.59416 1.12018 2.21968  0.341

Atomic forces in eV per Å
P -0.1 -0.6 0.5
C 0.0 -0.3 0.2
C 0.1 0.1 0.0
H 0.2 -0.2 0.1
C 0.2 0.2 0.1
H 0.3 0.2 0.2
C 0.0 0.2 0.0
H 0.0 0.3 0.0
C -0.1 0.3 0.0
H -0.3 0.1 -0.2
C -0.1 -0.2 -0.2
H 0.0 -0.3 -0.1
C -0.4 0.2 -0.4
C 0.0 0.2 -0.1
H -0.1 0.2 -0.2
C 0.3 -0.2 0.1
H 0.2 0.0 -0.3
C 0.1 0.1 0.0
H 0.3 -0.1 0.1
C 0.0 0.0 0.0
H 0.0 -0.1 0.3
C 0.1 -0.2 0.3
H -0.3 0.0 0.2
C 0.5 0.1 -0.3
C -0.1 0.1 0.0
H 0.2 0.2 -0.1
C -0.1 0.1 0.2
H 0.0 0.2 0.2
C -0.2 0.0 0.2
H -0.2 -0.1 0.2
C -0.2 -0.1 0.0
H -0.1 -0.3 0.0
C -0.1 -0.1 -0.1
H 0.1 -0.1 -0.2
Pt 1.8 -0.3 1.6
C -0.4 0.1 -0.9
C 0.5 -0.2 0.0
H -0.2 -0.4 -0.3
C 0.3 -0.3 0.2
O -0.1 -0.5 -0.6
H -0.2 0.8 0.2
C -3.9 8.7 2.9
H 0.1 0.2 -0.2
C 2.7 -7.2 -2.9
Cl -0.2 0.0 -0.6
Cl -0.2 0.3 -0.5
P -0.6 -0.2 0.3
C -0.1 -0.1 0.0
H 0.0 -0.2 0.0
H -0.2 0.0 0.0
H 0.2 0.2 0.1
C -0.3 -0.1 0.1
H 0.0 -0.1 0.2
H -0.1 -0.2 0.0
H 0.1 0.2 -0.1
C -0.1 -0.2 0.1
H -0.2 0.1 0.1
H 0.1 0.0 0.2
H 0.1 0.0 -0.2
P 0.8 -1.4 0.4
C -0.3 0.3 0.0
C -0.3 0.3 -0.1
H -0.2 0.0 -0.2
H 0.1 0.1 -0.3
H 0.2 -0.1 0.2
H 0.0 0.2 0.2
H 0.0 -0.3 0.0
H 0.1 0.2 -0.1
C 0.0 0.3 -0.1
H -0.2 0.0 -0.1
H 0.2 -0.2 0.0
H -0.1 0.2 0.3
H 0.2 -0.1 -0.7
O -0.1 -0.4 1.0
H 0.4 -0.2 -0.5
H 0.1 0.6 -0.5

Calculated values
Net charge ... +2
⟨S²⟩ ... 6.02
Gap between HOMO and LUMO (spin up / spin down) ... 6.19 / 5.19 eV
2S+1 ... 5

[2]
Below is C19H26N2O3 in the gas phase, with properties calculated with wB97M-V/def2-TZVPD.

Each line ends with the Mulliken charge.
Atoms and positions in Å:
C1 1.66033 4.32404 -0.85819  -0.952
C2 0.40601 4.72654 -1.62589  -0.699
C3 -0.79686 3.84928 -1.27736  0.006
C4 -1.36014 4.14038 0.11222  -0.405
C5 -2.56439 3.26556 0.46219  -1.149
C6 -2.23335 1.79184 0.70997  -0.413
C7 -1.36751 1.56187 1.95829  -0.555
C8 0.09418 1.23910 1.62885  -1.571
N1 0.24318 -0.09220 1.05931  0.244
C9 0.51648 -0.14402 -0.31521  0.765
O1 0.73419 0.89832 -0.90806  -0.712
C10 0.50904 -1.45515 -0.92620  -0.490
C11 0.66652 -1.55916 -2.37912  1.014
O2 0.71636 -2.62040 -2.99396  -0.802
O3 0.73858 -0.39589 -3.01783  -0.210
C12 0.88788 -0.46254 -4.42404  -0.730
C13 0.34677 -2.61163 -0.16415  0.586
N2 0.33061 -3.81411 -0.74582  -0.292
C14 0.19536 -2.49294 1.27077  1.041
C15 0.10798 -3.61667 2.10276  -0.844
C16 -0.03991 -3.49639 3.46320  -1.048
C17 -0.09831 -2.22831 4.02972  -0.846
C18 -0.01240 -1.10645 3.24043  -0.791
C19 0.13649 -1.20475 1.84627  0.786
H1 2.52365 4.87982 -1.21862  0.412
H2 1.84768 3.26172 -0.99545  0.138
H3 1.55155 4.52549 0.20528  0.270
H4 0.60736 4.62791 -2.69497  0.355
H5 0.16956 5.77620 -1.42911  0.322
H6 -1.58749 4.01736 -2.01372  0.412
H7 -0.48654 2.80719 -1.35042  -0.123
H8 -1.67338 5.18813 0.14916  0.446
H9 -0.58410 4.00715 0.86578  0.103
H10 -3.04776 3.66729 1.35766  0.344
H11 -3.28906 3.32555 -0.35368  0.456
H12 -1.73296 1.37984 -0.16524  0.002
H13 -3.17721 1.25331 0.82402  0.363
H14 -1.38646 2.45465 2.58628  0.492
H15 -1.78840 0.74197 2.54370  0.610
H16 0.72817 1.33163 2.51448  0.465
H17 0.46317 1.93076 0.86948  0.474
H18 1.80091 -1.00214 -4.68710  0.306
H19 0.93915 0.56749 -4.76695  0.233
H20 0.03615 -0.97762 -4.87563  0.306
H21 0.19939 -4.65722 -0.22005  0.064
H22 0.46130 -3.82460 -1.75620  0.269
H23 0.16671 -4.60851 1.68044  0.237
H24 -0.10458 -4.37549 4.08512  0.393
H25 -0.20706 -2.11970 5.09838  0.411
H26 -0.04891 -0.14295 3.71845  0.303

Atomic forces in eV per Å
C -0.1 0.1 -0.1
C 0.0 -0.2 0.0
C 0.1 0.3 0.1
C -0.2 -0.2 -0.2
C 0.2 0.0 0.0
C -0.2 0.1 0.1
C 0.1 -0.1 -0.2
C -0.1 0.4 0.2
N 0.0 0.3 -0.2
C 0.1 0.0 0.1
O 0.0 0.1 0.1
C 0.0 -0.1 -0.1
C 0.0 -0.1 -0.2
O 0.0 0.1 0.0
O 0.0 0.0 0.2
C 0.0 -0.3 -0.4
C 0.0 0.2 -0.5
N 0.0 -0.2 0.1
C -0.1 0.1 0.4
C 0.0 0.1 -0.1
C 0.0 -0.2 0.0
C 0.0 0.0 -0.1
C 0.0 0.1 0.1
C 0.0 -0.6 0.0
H 0.1 0.0 0.0
H 0.1 -0.1 0.0
H 0.0 0.0 0.1
H 0.0 0.1 0.0
H 0.0 0.0 -0.1
H -0.1 0.0 0.0
H -0.1 -0.1 -0.1
H 0.1 0.0 0.1
H 0.1 0.1 0.1
H -0.1 0.0 0.0
H -0.1 0.1 0.0
H 0.0 -0.1 -0.1
H 0.0 0.0 -0.1
H 0.0 0.0 0.1
H 0.0 0.1 0.1
H 0.0 0.0 -0.1
H 0.0 -0.1 0.2
H -0.1 0.1 0.0
H 0.0 0.0 0.0
H 0.1 0.1 0.0
H 0.0 0.1 0.0
H 0.0 -0.1 0.1
H 0.0 -0.1 0.0
H 0.0 -0.1 0.0
H 0.0 0.0 0.1
H 0.0 0.1 0.0

Calculated values
Gap between HOMO and LUMO ... 8.53 eV
SMILES ... CCCCCCCCn1c(=O)c(C(=O)OC)c(N)c2ccccc21
2S+1 ... 1